ORCA calculation (ωB97M-V/def2-TZVPD) on a 11-piece molecular cluster, C36H72O14 overall.

As for the energy above the lowest of the compared OMol25 structures with the same formula, charge and spin: 1919.60 kJ/mol. Its SMILES is CCOC(C)=O.CCOC(C)=O.CCOC(C)=O.CC(C)=O.CC(C)=O.CC(C)=O.CC(C)=O.CC(C)=O.CC(C)=O.CC(C)=O.CC(C)=O. The calculation puts the gap between HOMO and LUMO at 0.3365 Eh.

CARTESIAN COORDINATES (ANGSTROEM)
1 C 44.86 5.06 27.17
2 C 44.06 6.09 26.51
3 O 44.86 7.19 26.22
4 C 44.28 8.35 25.98
5 C 45.24 9.32 25.62
6 O 43.05 8.67 26.18
7 H 44.44 4.09 27.19
8 H 45.04 5.23 28.16
9 H 45.94 5.06 26.59
10 H 43.48 5.72 25.73
11 H 43.29 6.29 27.10
12 H 46.08 9.00 25.09
13 H 45.92 9.92 26.43
14 H 45.00 10.07 24.90
15 C 46.01 13.28 20.28
16 C 47.12 14.34 20.09
17 O 48.09 14.47 21.12
18 C 48.91 15.52 21.20
19 C 49.86 15.48 22.26
20 O 48.84 16.35 20.27
21 H 45.66 13.34 21.14
22 H 46.40 12.26 20.29
23 H 45.24 13.33 19.44
24 H 47.79 14.12 19.32
25 H 46.61 15.34 19.67
26 H 50.70 16.30 22.20
27 H 50.41 14.48 22.14
28 H 49.35 15.64 23.20
29 C 47.63 12.35 24.05
30 C 47.96 11.04 23.50
31 O 46.91 10.63 22.70
32 C 46.93 9.50 21.95
33 C 45.53 9.15 21.45
34 O 47.90 8.76 21.70
35 H 46.74 12.37 24.87
36 H 47.49 13.30 23.50
37 H 48.44 12.69 24.46
38 H 48.97 11.21 23.06
39 H 47.92 10.45 24.32
40 H 44.92 8.62 22.19
41 H 45.52 8.82 20.62
42 H 44.91 9.99 21.28
43 C 41.68 10.53 19.88
44 C 42.23 10.03 18.54
45 C 41.48 10.28 17.33
46 O 43.40 9.33 18.66
47 H 40.94 10.04 20.22
48 H 41.26 11.58 19.91
49 H 42.37 10.54 20.77
50 H 42.01 9.75 16.45
51 H 41.49 11.34 16.73
52 H 40.58 9.88 17.48
53 C 46.54 16.81 23.52
54 C 45.06 16.68 23.91
55 C 44.03 16.02 23.00
56 O 44.71 17.37 25.13
57 H 46.92 15.90 22.88
58 H 47.25 16.70 24.33
59 H 47.12 17.81 23.17
60 H 43.68 16.75 22.31
61 H 43.22 15.80 23.42
62 H 44.58 15.05 22.36
63 C 53.61 13.92 24.75
64 C 52.18 13.57 24.44
65 C 52.08 12.30 23.64
66 O 51.18 14.21 24.77
67 H 53.75 14.95 25.08
68 H 54.13 13.70 24.00
69 H 54.14 13.20 25.53
70 H 52.98 12.19 22.93
71 H 51.25 12.44 23.26
72 H 52.08 11.46 24.27
73 C 40.30 7.93 24.83
74 C 40.45 7.42 23.38
75 C 41.85 7.83 22.79
76 O 39.62 6.66 22.67
77 H 40.66 7.22 25.51
78 H 39.16 8.11 25.02
79 H 40.64 8.93 24.99
80 H 42.69 7.10 22.93
81 H 42.14 8.69 23.11
82 H 41.84 8.12 21.58
83 C 47.63 17.53 27.48
84 C 47.18 16.19 27.95
85 C 46.08 15.33 27.35
86 O 47.81 15.66 28.95
87 H 46.79 18.21 27.23
88 H 48.16 17.45 26.51
89 H 48.20 17.96 28.30
90 H 45.73 14.54 28.07
91 H 46.42 14.78 26.60
92 H 45.10 15.76 27.04
93 C 49.30 3.71 21.16
94 C 49.67 4.24 22.50
95 C 50.00 5.62 22.76
96 O 49.73 3.26 23.48
97 H 48.37 3.10 20.95
98 H 50.19 3.39 20.80
99 H 49.34 4.64 20.68
100 H 49.16 6.36 22.76
101 H 50.85 5.92 22.30
102 H 50.38 5.27 23.92
103 C 49.93 11.63 19.76
104 C 50.80 10.48 19.98
105 C 50.43 9.01 19.46
106 O 52.05 10.63 20.38
107 H 50.03 12.44 20.57
108 H 48.78 11.42 19.76
109 H 50.24 12.41 19.11
110 H 49.34 8.73 19.68
111 H 50.96 8.36 20.21
112 H 50.74 8.62 18.49
113 C 49.31 11.92 28.56
114 C 49.13 10.91 27.41
115 C 50.41 10.53 26.65
116 O 48.10 10.23 27.17
117 H 50.23 11.64 29.18
118 H 48.34 11.94 29.10
119 H 49.33 12.84 28.12
120 H 51.26 10.11 27.26
121 H 50.71 11.36 26.15
122 H 50.16 9.74 26.02